A cluster of 17 separate species, C90H215N13O17 in total in a non-equilibrium geometry. Source: the Open Molecules 2025 dataset; level of theory: ωB97M-V with the def2-TZVPD basis set.

Each line ends with the Mulliken charge.
Geometry (Å):
C 21.56003 24.77247 18.21592  -0.991
C 20.12447 25.16128 18.56918  -0.363
O 19.25166 24.08476 18.54569  -0.308
H 21.92326 23.89629 18.72146  0.132
H 22.21942 25.60148 18.39160  0.510
H 21.76739 24.64985 17.11686  0.226
H 19.75737 25.94236 17.89227  0.305
H 20.15136 25.56067 19.58046  0.337
H 19.13388 23.89481 17.62991  0.058
C 16.51642 17.22113 15.03755  1.971
C 15.47410 16.74893 14.01745  -0.986
O 15.73608 15.52621 13.40020  -0.398
H 17.53631 17.09734 14.65325  -0.398
H 16.43111 16.69859 16.00113  -0.691
H 16.32467 18.26371 15.25797  -0.222
H 15.37196 17.55676 13.28876  0.313
H 14.54716 16.75894 14.57314  0.265
H 15.50778 14.83066 14.01712  -0.263
C 20.78936 15.01336 22.02582  0.205
C 20.53992 14.19557 23.23247  -0.281
O 19.55702 14.91042 24.01148  -0.442
H 19.87646 15.43672 21.62136  -0.573
H 21.23039 14.44064 21.20086  0.334
H 21.50022 15.80955 22.25099  0.202
H 21.45013 14.11191 23.74452  0.589
H 20.09465 13.24161 22.86658  -0.114
H 19.52128 14.49780 24.87246  0.231
C 18.14043 22.63899 23.06703  -0.652
C 17.92074 22.95878 21.60050  -0.018
O 18.79282 22.14924 20.77697  0.285
H 19.21725 22.74786 23.34458  -0.162
H 17.81797 21.59018 23.24970  0.034
H 17.57751 23.31326 23.72992  0.545
H 18.12447 24.01870 21.40598  0.350
H 16.85511 22.85047 21.33870  -0.028
H 18.67378 22.51933 19.91249  -0.291
C 18.80734 13.69316 19.75999  -0.975
C 17.97787 12.76000 18.83082  2.546
C 19.06902 11.81663 18.22026  -1.176
C 19.29919 10.66837 19.15918  -0.879
C 18.04846 9.96053 19.52531  -0.837
C 17.15571 10.87259 20.31218  1.413
N 16.90609 12.03159 19.41661  0.252
O 15.99477 12.91083 19.99200  -0.085
C 15.78650 10.26167 20.56630  -2.216
C 17.74656 11.26431 21.78398  -1.124
C 17.34311 13.49409 17.65793  0.146
H 19.45997 14.32186 19.16129  -0.036
H 19.37584 13.02424 20.41316  0.062
H 18.22261 14.44717 20.29442  0.190
H 18.64184 11.45665 17.25783  -0.014
H 19.98004 12.39639 17.95160  0.308
H 19.76644 11.04309 20.09514  0.338
H 20.01414 9.95221 18.80599  0.451
H 18.32848 9.01351 20.02134  0.473
H 17.55189 9.67092 18.57796  0.188
H 15.97101 9.36410 21.11192  0.493
H 15.11918 10.87057 21.12719  0.390
H 15.31665 10.14219 19.59821  0.371
H 17.12211 12.03540 22.23406  0.204
H 17.64120 10.35788 22.42675  0.496
H 18.79597 11.61752 21.76199  0.060
H 16.94365 12.87929 16.88130  0.550
H 18.12050 14.04496 17.13770  -1.323
H 16.57656 14.18064 18.03128  -0.874
H 16.41680 13.46736 20.68574  0.246
C 15.86998 20.60598 13.17417  -1.632
C 16.73270 21.71049 13.74437  2.448
C 17.01337 21.48234 15.18399  0.012
C 18.15038 22.38810 15.66108  0.194
C 19.40792 22.22738 14.75152  -0.583
C 19.18426 22.43441 13.25752  1.207
N 18.02237 21.56341 12.97436  1.143
O 17.70074 21.69979 11.56334  -0.607
C 18.94935 23.91506 12.79190  -1.715
C 20.45126 21.98923 12.48591  -1.877
C 16.07075 23.01964 13.54383  -2.031
H 16.46404 19.74978 12.84933  -0.260
H 15.40522 20.98144 12.34221  0.752
H 15.09181 20.22547 13.81956  0.284
H 16.11247 21.69914 15.77285  -0.309
H 17.33668 20.48044 15.38940  -0.819
H 18.53436 21.98904 16.61084  -0.763
H 17.82545 23.41883 15.79692  0.935
H 19.85418 21.19872 14.77697  0.091
H 20.18192 22.92347 15.07989  0.511
H 18.23389 24.50850 13.44814  0.234
H 19.87990 24.42148 12.66350  0.471
H 18.48478 23.93638 11.81251  0.406
H 20.39987 22.24263 11.44359  0.560
H 21.26014 22.52173 13.00613  0.416
H 20.50210 20.91069 12.64800  0.127
H 16.51862 23.77102 14.17631  0.372
H 14.99144 22.97686 13.82811  0.393
H 16.07086 23.47258 12.57402  0.347
H 17.78926 20.80717 11.21528  0.348
C 20.65375 17.64286 15.07258  -0.813
C 20.67290 18.07927 16.50851  2.502
C 20.63556 19.69781 16.66082  0.145
C 20.36156 20.10642 18.13410  0.404
C 18.99787 19.59142 18.52747  -0.285
C 18.94360 18.04763 18.42147  2.315
N 19.40060 17.63908 17.06600  0.723
O 19.35725 16.18780 17.01668  0.881
C 19.71945 17.37461 19.57493  0.044
C 17.49792 17.68374 18.56304  -0.347
C 21.93144 17.45156 17.17407  -0.878
H 20.93260 16.58509 14.94919  -0.383
H 21.32427 18.21639 14.39259  0.469
H 19.68262 17.68185 14.62331  -0.361
H 21.59680 19.94079 16.30233  -0.403
H 19.89675 19.98158 15.95418  -0.830
H 20.36678 21.19731 18.23857  0.309
H 21.14306 19.68980 18.81750  -0.808
H 18.32475 20.00014 17.78106  -0.515
H 18.63157 19.85969 19.54759  0.283
H 19.81304 16.31959 19.28031  -0.893
H 20.72700 17.69349 19.64368  -0.563
H 19.30084 17.45321 20.57707  0.336
H 16.92628 18.10777 17.77557  0.362
H 17.35744 16.59106 18.54645  -0.922
H 17.14260 17.97574 19.50846  -0.406
H 21.85866 16.40119 17.25040  0.371
H 22.18116 17.91528 18.14752  -0.600
H 22.77858 17.59560 16.50135  -0.056
H 18.67651 16.15905 16.27628  -0.348
C 14.03106 15.85699 17.57345  0.662
C 13.01540 14.78667 17.27803  2.156
C 11.58943 15.28528 17.38348  -1.516
C 10.55630 14.24694 16.93635  -0.750
C 10.85624 13.98618 15.39105  -1.208
C 12.26922 13.45476 15.12711  1.696
N 13.22246 14.38000 15.80952  -0.167
O 14.54900 13.77315 15.71456  0.883
C 12.36380 12.04098 15.53774  -1.484
C 12.66913 13.69750 13.64094  -1.551
C 13.21110 13.59570 18.26486  -1.956
H 14.99969 15.47866 17.74298  -1.219
H 13.70824 16.42687 18.57900  -0.505
H 14.10754 16.71771 16.89249  0.063
H 11.36936 15.57151 18.39736  0.445
H 11.56792 16.23159 16.79999  0.365
H 9.55755 14.64675 17.00022  0.480
H 10.58025 13.36966 17.58394  0.376
H 10.68806 14.91365 14.84912  0.328
H 10.13441 13.21749 15.04176  0.408
H 13.36046 11.65003 15.31255  0.020
H 12.12922 11.94083 16.58670  0.388
H 11.61542 11.39772 14.97315  0.430
H 12.00756 13.27249 12.88513  0.480
H 12.80636 14.74820 13.39744  0.297
H 13.64642 13.25246 13.36096  0.101
H 13.16350 14.00186 19.33462  0.287
H 14.20375 13.15965 18.29080  0.199
H 12.45978 12.79226 18.24679  0.464
H 14.65631 13.29860 16.56182  -0.034
C 21.68266 21.26952 25.25418  -1.413
C 22.16198 19.97656 24.65896  1.856
C 21.11956 19.13941 23.92613  -0.983
C 20.68404 19.82544 22.64410  1.503
C 21.94815 19.97152 21.74435  -0.763
C 23.07319 20.78763 22.40830  2.723
N 23.33424 20.06455 23.74206  0.044
O 24.45755 20.60872 24.42700  -0.490
C 24.30621 20.41125 21.53659  -2.651
C 22.84219 22.25015 22.46681  -1.470
C 22.65296 19.12296 25.90212  -1.976
H 20.85022 21.84209 24.79108  -0.080
H 22.58519 21.90013 25.40498  0.256
H 21.34640 21.02878 26.24540  0.605
H 21.62982 18.15763 23.66993  -0.247
H 20.37061 18.99949 24.67993  0.727
H 20.33167 20.84560 22.88110  -1.163
H 19.93313 19.33846 22.03087  -0.298
H 21.67392 20.54838 20.89428  0.037
H 22.34960 18.98253 21.47438  -0.185
H 24.28268 20.82533 20.53837  0.243
H 25.23294 20.78461 21.94650  0.641
H 24.34471 19.29955 21.38662  0.430
H 21.90171 22.73975 22.82542  0.025
H 23.67659 22.82297 22.94659  0.368
H 22.83411 22.57081 21.45897  0.461
H 21.87043 18.96810 26.66950  0.406
H 23.43075 19.66018 26.42664  0.470
H 23.03531 18.11925 25.60695  0.360
H 24.28690 21.55478 24.46170  0.402
C 11.70595 19.22820 20.17234  -1.474
C 12.50610 20.52486 20.66123  2.037
C 13.93134 20.15248 21.08287  -2.099
C 14.84634 19.83753 19.90456  3.336
C 14.85135 21.00992 18.97624  -0.723
C 13.40229 21.37237 18.45821  1.955
N 12.54086 21.58428 19.65747  0.159
O 11.24139 21.86228 19.19178  -0.534
C 13.44408 22.73509 17.80474  -2.006
C 12.94696 20.33051 17.40464  -1.101
C 11.73582 21.11972 21.86223  -2.093
H 11.41383 18.69472 21.04605  0.603
H 12.29296 18.59964 19.49687  -0.164
H 10.77408 19.57878 19.68172  0.365
H 14.26836 21.01528 21.57810  0.381
H 13.91486 19.31675 21.75596  0.467
H 14.50716 18.85551 19.42033  -1.284
H 15.87536 19.69324 20.32872  -0.624
H 15.55579 20.86233 18.14334  -0.394
H 15.16421 21.97484 19.48626  -0.039
H 12.47426 23.03237 17.44630  0.496
H 13.73130 23.44786 18.56534  0.527
H 14.11558 22.67433 16.93905  0.133
H 13.55188 20.37543 16.48154  0.071
H 12.98558 19.29348 17.71326  -0.044
H 11.94518 20.60256 17.06829  0.487
H 10.68248 21.17083 21.57679  0.489
H 12.08738 22.15271 22.00571  0.433
H 11.83354 20.58629 22.81432  0.375
H 10.95361 22.57536 19.75539  0.394
C 14.92049 16.29353 21.51663  -1.390
C 16.38348 16.21759 22.01198  2.758
C 16.59637 17.29971 23.08286  -0.966
O 15.55014 17.39499 24.01853  -0.454
C 15.79660 18.22148 25.14335  -0.709
N 16.73388 14.85942 22.39528  -0.428
H 14.66219 17.27794 21.25347  -0.408
H 14.32147 15.95409 22.37717  0.561
H 14.71942 15.68900 20.72696  0.267
H 17.02892 16.60575 21.18126  -1.473
H 16.66846 18.27104 22.61540  0.376
H 17.59567 17.11200 23.54518  0.544
H 16.30444 17.62394 25.94163  0.278
H 14.80919 18.45632 25.52052  0.285
H 16.39072 19.11289 24.85601  0.188
H 16.04270 14.43436 23.05367  0.402
H 17.59147 14.81473 22.93017  0.075
C 25.66259 12.27846 17.21893  -1.208
C 24.38127 11.62934 16.92376  0.954
C 23.88254 11.88776 15.47534  -0.687
O 22.58693 11.19589 15.41861  -0.188
C 22.07282 11.12312 14.05560  -0.489
N 24.50460 10.16320 17.09521  -0.789
H 26.01341 12.11352 18.22621  0.471
H 25.49815 13.37155 17.06241  -0.136
H 26.49341 11.98454 16.64937  0.552
H 23.60169 12.07131 17.50758  -0.088
H 24.54226 11.56738 14.67260  0.434
H 23.73828 12.93182 15.31965  0.236
H 22.30299 12.05153 13.52084  0.326
H 20.98229 10.93820 13.97394  -0.223
H 22.62322 10.32097 13.52769  0.417
H 24.85371 9.97866 17.95938  0.222
H 23.66594 9.63626 16.87086  0.232
C 17.87880 10.49198 13.43817  -1.906
C 17.38685 11.94432 13.59178  2.367
C 18.22324 12.93743 12.86033  -0.673
O 19.51356 13.09177 13.36961  0.320
C 19.55921 13.88163 14.60287  0.520
N 15.99853 12.06136 12.95993  -0.685
H 17.10783 9.82483 13.81634  0.503
H 18.74656 10.26454 14.04637  0.218
H 18.09812 10.24565 12.45442  0.405
H 17.33496 12.09654 14.64954  -1.471
H 17.60662 13.86714 12.89166  0.145
H 18.28922 12.69575 11.79300  0.499
H 20.60170 14.03445 14.88140  0.194
H 19.01059 13.38927 15.41646  -0.025
H 19.09304 14.85341 14.29852  -0.602
H 15.79782 13.04850 12.89250  0.261
H 15.38320 11.56328 13.52389  0.381
C 27.41953 19.20339 19.79683  -1.256
C 27.46757 17.79355 19.29297  0.499
C 26.48849 16.83972 19.92785  -1.069
O 25.11546 17.24560 19.95573  0.347
C 24.20992 16.23020 20.36873  -0.377
N 27.12019 17.87449 17.87337  -0.323
H 28.25349 19.81317 19.38795  0.406
H 27.67287 19.28594 20.84997  0.453
H 26.51586 19.75545 19.51633  0.036
H 28.48963 17.37220 19.48992  0.254
H 26.82863 16.57683 20.93668  0.495
H 26.56360 15.86187 19.33821  0.358
H 24.45090 15.28115 19.79402  0.299
H 23.22148 16.64015 20.27033  -0.440
H 24.46347 16.00820 21.41601  0.416
H 26.43441 18.57277 17.62168  0.004
H 26.88583 16.95032 17.51516  0.053
C 28.98878 16.85364 14.65958  -1.733
C 27.57238 16.32239 14.98941  1.773
C 26.85921 15.74303 13.73578  -0.927
O 25.49579 15.46720 14.05251  -0.272
C 24.74118 16.61628 14.36046  0.000
N 27.70507 15.30040 16.09591  -0.522
H 29.48836 17.25100 15.56539  0.375
H 29.01522 17.69635 13.95845  0.367
H 29.55479 16.03036 14.26360  0.420
H 26.98374 17.16172 15.41408  -0.700
H 27.26314 14.82225 13.34256  0.265
H 27.03645 16.49417 12.97774  0.434
H 24.92640 17.11289 15.29459  0.170
H 23.73437 16.33769 14.29252  -0.250
H 24.79983 17.37722 13.56435  0.250
H 26.86590 14.75798 16.18688  0.039
H 28.42063 14.68271 15.73714  0.378
C 22.04178 16.26521 10.71498  -1.736
C 21.20116 15.50211 11.65310  1.421
C 19.72727 15.85634 11.64506  -0.759
O 19.55975 17.20329 12.00169  -0.024
C 18.45770 17.83604 11.37456  -0.370
N 21.34708 14.11644 11.29188  -0.665
H 21.67549 16.17822 9.67628  0.443
H 23.07701 15.93285 10.71643  0.483
H 22.03930 17.33241 11.07018  0.146
H 21.62512 15.59632 12.61392  -0.212
H 19.15866 15.28222 12.31654  -0.209
H 19.36382 15.64273 10.61986  0.526
H 17.56233 17.17281 11.39931  0.336
H 18.70015 18.02464 10.34139  0.497
H 18.25128 18.80051 11.81013  -0.655
H 21.27253 13.90993 10.32564  0.287
H 20.67114 13.55416 11.82901  0.176
C 25.80743 20.76062 13.79152  -1.433
C 24.36351 21.10799 14.14321  1.054
C 24.12525 21.24781 15.59153  -1.284
O 24.14242 19.97396 16.25435  0.310
C 24.06657 20.07432 17.66500  -1.108
N 23.83790 22.30564 13.47273  -0.458
H 25.96659 20.75944 12.72099  0.422
H 26.12396 19.78673 14.14286  0.028
H 26.53201 21.46513 14.23058  0.332
H 23.76697 20.26923 13.82639  -0.064
H 23.12234 21.63563 15.72358  0.236
H 24.79967 21.95259 16.02959  0.600
H 24.24230 19.08885 18.08653  -0.016
H 23.04885 20.37301 17.95140  -0.130
H 24.77743 20.89228 17.95030  0.886
H 24.35234 23.14880 13.61623  0.196
H 23.79118 22.14758 12.45186  0.289

Values from the calculation:
LUMO energy: 0.42 eV
highest occupied orbital energy: -8.31 eV
Kohn-Sham gap: 8.73 eV
total energy: -150982.3217 eV